1.
C19H21N2O6Pb | ωB97M-V/def2-TZVPD

Output
Gap between HOMO and LUMO   7.52 eV
HOMO level   -5.157 eV
ΔE to the lowest compared entry with this formula, charge and spin   37.5 kcal/mol
LUMO level   2.36 eV
Charge   -1

Atoms and positions in Å:
Pb1 -0.7227 -1.3145 -1.0106
O1 -6.9566 -0.8556 -0.3518
C1 -5.6125 -0.7005 -0.3720
C2 -4.8073 -1.0100 0.7163
C3 -3.4490 -0.8195 0.5984
N1 -2.8442 -0.3076 -0.4785
C4 -3.6315 -0.1329 -1.5476
C5 -5.0018 -0.2788 -1.5440
C6 -2.9489 0.0563 -2.8902
O2 -3.5656 0.6037 -3.7956
O3 -1.7899 -0.4695 -2.9591
C7 -2.5734 -1.4143 1.6882
O4 -3.0240 -1.5240 2.8225
O5 -1.4510 -1.8246 1.2561
H1 -7.2134 -1.1962 0.5123
H2 -5.1761 -1.4357 1.6406
H3 -5.5430 -0.1085 -2.4623
O6 -1.2085 -3.0630 -1.5167
C8 4.9684 1.0933 2.0474
C9 3.5859 0.5074 1.9064
C10 2.9534 -0.0845 2.9878
C11 1.6798 -0.6208 2.8255
C12 0.9464 -1.2766 3.9651
C13 1.0738 -0.5399 1.5860
C14 1.6645 0.0429 0.4675
C15 2.9553 0.5669 0.6672
N2 0.9531 0.0765 -0.7502
C16 1.4794 0.9348 -1.8453
C17 1.6143 2.3908 -1.3608
C18 0.5302 1.0115 -3.0282
C19 2.7805 0.3499 -2.4353
H4 5.3435 0.9762 3.0641
H5 4.9702 2.1592 1.8084
H6 5.6731 0.6054 1.3703
H7 3.4485 -0.1303 3.9522
H8 1.5377 -1.2520 4.8814
H9 0.7141 -2.3155 3.7272
H10 -0.0087 -0.7836 4.1512
H11 0.0829 -0.9399 1.4630
H12 3.5066 1.0380 -0.1260
H13 0.6377 2.7276 -1.0088
H14 1.9052 3.0302 -2.1969
H15 2.3261 2.5376 -0.5560
H16 -0.4352 1.4406 -2.7762
H17 0.3519 0.0369 -3.4801
H18 0.9965 1.6482 -3.7812
H19 3.6061 0.2643 -1.7377
H20 3.1105 0.9535 -3.2834
H21 2.5677 -0.6535 -2.8106



2.
C29H26BN2O19 | ωB97M-V/def2-TZVPD

Output
Gap between HOMO and LUMO   6.85 eV
HOMO level   -10.876 eV
LUMO level   -4.02 eV
Charge   +1

Atoms and positions in Å:
C1 4.9540 -1.6070 3.7202
B1 3.7895 -2.6979 3.4984
O1 4.0115 -4.0405 3.2225
C2 2.2690 -2.1081 3.5930
N1 1.9514 -1.4034 2.5422
C3 0.5636 -0.8945 2.6925
C4 0.0047 -1.4941 4.0163
O2 -1.1654 -2.2977 3.8901
N2 -0.9441 -3.2435 2.8872
O3 -1.8978 -3.3045 2.2140
C5 1.2204 -2.2253 4.7157
H1 4.6893 -1.0312 4.6324
H2 5.9573 -2.0523 3.7716
H3 4.8529 -0.8744 2.8849
H4 4.8539 -4.1128 2.7659
H5 2.6097 -1.2997 1.7751
H6 0.6813 0.1909 2.8759
H7 -0.0558 -1.0921 1.8057
H8 -0.3008 -0.6175 4.6044
H9 1.6585 -1.6906 5.5796
H10 0.9804 -3.2797 4.9344
C6 -2.3276 0.2229 -0.3847
C7 -2.7733 0.1067 -1.6383
C8 -2.6446 1.2249 -2.6190
O4 -3.0476 1.0662 -3.7518
C9 -2.0346 2.4737 -2.1640
C10 -1.5920 2.5889 -0.9099
C11 -1.6975 1.4627 0.0640
O5 -1.2603 1.6083 1.1946
O6 -1.0292 3.7244 -0.4617
O7 -3.3550 -1.0175 -2.0776
H11 -2.4134 -0.5795 0.3350
H12 -1.9621 3.2814 -2.8794
H13 -0.7988 3.5518 0.4659
H14 -3.5832 -0.8485 -3.0098
C12 6.4632 0.9064 0.3325
C13 7.5030 1.6901 0.0293
C14 7.4140 3.1785 0.1217
O8 8.3883 3.8467 -0.1450
C15 6.1368 3.7653 0.5312
C16 5.1001 2.9805 0.8296
C17 5.1996 1.4935 0.7627
O9 4.2262 0.8151 1.0645
O10 3.9129 3.4916 1.2066
O11 8.6722 1.1808 -0.3696
H15 6.5168 -0.1717 0.2710
H16 6.0772 4.8437 0.5783
H17 3.3387 2.7260 1.3636
H18 9.2528 1.9481 -0.5234
C18 -1.1235 -0.7449 -8.2186
C19 -0.1348 -0.1378 -8.8794
C20 0.2289 1.2850 -8.6116
O12 1.1495 1.7872 -9.2258
C21 -0.5510 2.0170 -7.6146
C22 -1.5431 1.4117 -6.9552
C23 -1.8884 -0.0199 -7.2046
O13 -2.7866 -0.5348 -6.5668
O14 -2.2773 2.0571 -6.0360
O15 0.5839 -0.7759 -9.8170
H19 -1.3936 -1.7754 -8.4029
H20 -0.2901 3.0517 -7.4417
H21 -2.9189 1.4064 -5.7068
H22 1.2293 -0.1222 -10.1377
C24 -7.3332 -0.8374 4.2600
C25 -6.5930 -0.0137 3.5140
C26 -5.4020 -0.5011 2.7584
O16 -4.7618 0.2815 2.0799
C27 -5.0439 -1.9133 2.8753
C28 -5.7798 -2.7367 3.6252
C29 -6.9869 -2.2559 4.3601
O17 -7.6348 -3.0468 5.0144
O18 -5.4730 -4.0371 3.7553
O19 -6.8825 1.2942 3.4060
H23 -8.1991 -0.4969 4.8103
H24 -4.1700 -2.2502 2.3370
H25 -6.1566 -4.4068 4.3417
H26 -6.2045 1.6622 2.8148



3.
C27H25BN6PdSSb | ωB97M-V/def2-TZVPD

Output
Gap between HOMO and LUMO (alpha / beta)   8.06 / 3.31 eV
HOMO level (alpha / beta)   -16.665 / -16.659 eV
2S+1   5
LUMO level (alpha / beta)   -8.61 / -13.35 eV
Charge   +3

Atoms and positions in Å:
Pd1 1.1305 -0.5493 -0.9266
C1 3.7957 -0.2188 -4.3117
C2 3.5423 0.1871 -2.9790
N1 2.9413 -0.8162 -2.3329
N2 2.6822 -1.8303 -3.2711
C3 3.2718 -1.5087 -4.3878
B1 1.5583 -2.8992 -2.9513
N3 1.7265 -3.3592 -1.4983
C4 2.2615 -4.4771 -0.9900
C5 2.3375 -4.3911 0.4332
C6 1.7745 -3.1184 0.6933
N4 1.3513 -2.5521 -0.4615
N5 0.1646 -2.1584 -3.1495
C7 -1.0306 -2.6149 -3.5944
C8 -2.0085 -1.6475 -3.3058
C9 -1.3386 -0.6139 -2.6702
N6 -0.0062 -0.9320 -2.5823
H1 4.4141 0.2105 -5.0957
H2 3.8364 1.0723 -2.4131
H3 3.3773 -2.2548 -5.2269
H4 1.4548 -3.8341 -3.6933
H5 2.5974 -5.2873 -1.6723
H6 2.7782 -5.1030 1.1302
H7 1.6819 -2.6072 1.6549
H8 -0.9834 -3.5490 -4.1541
H9 -3.0923 -1.7639 -3.4755
H10 -1.7181 0.3005 -2.3273
S1 1.9993 1.2797 -0.0237
Sb1 -0.1020 1.3193 1.0613
C10 0.3246 2.2871 2.9637
C11 1.5562 2.2238 3.5419
C12 1.8066 2.9096 4.7735
C13 0.7812 3.6384 5.4031
C14 -0.5159 3.5730 4.8155
C15 -0.7175 2.9985 3.6010
C16 -0.9752 -0.5883 1.7510
C17 -1.8648 -1.2758 0.9673
C18 -2.7159 -2.1947 1.6090
C19 -2.6113 -2.4511 2.9899
C20 -1.7461 -1.7169 3.7827
C21 -0.9389 -0.7640 3.1306
C22 -1.2768 2.3863 -0.3752
C23 -0.7840 3.4536 -1.0590
C24 -1.6262 4.3727 -1.6685
C25 -2.9841 4.2048 -1.7844
C26 -3.5349 3.0923 -1.0922
C27 -2.6849 2.2432 -0.3177
H11 2.3689 1.6269 3.0942
H12 2.8476 2.8988 5.1517
H13 1.0062 4.2771 6.2559
H14 -1.4126 4.1037 5.2411
H15 -1.7289 3.0780 3.1256
H16 -1.9406 -1.0732 -0.1138
H17 -3.4963 -2.6871 1.0150
H18 -3.3142 -3.1784 3.4200
H19 -1.6975 -1.7869 4.8615
H20 -0.3095 -0.0805 3.7355
H21 0.3409 3.6102 -1.0920
H22 -1.1948 5.2581 -2.1272
H23 -3.6444 4.9314 -2.2781
H24 -4.6055 2.9716 -1.0181
H25 -3.1090 1.3745 0.2178



For the records above, the corresponding energy values read -1490.4553, -2684.2915, -2162.4196 Ha.